Entry 1:
DFT (ωB97M-V/def2-TZVPD) results for a cluster of 2 separate species, C2H5NO2S in total in a non-equilibrium geometry.

LUMO level (alpha / beta) ... -1.59 / -1.59 eV
SMILES ... C/N=C\O.O=S
E_HOMO (alpha / beta) ... -9.37 / -9.35 eV
Energy above the lowest of the compared OMol25 structures with the same formula, charge and spin ... 77.0 kcal per mole
Calculated total energy ... -682.51682 a.u.
Kohn-Sham gap (alpha / beta) ... 7.780 / 7.759 eV

The geometry in ORCA input format:
```
! RIJCOSX wB97M-V def2-TZVPD def2/J DEFGRID3
* xyz 0 1
C 0.6470 -1.0106 -0.8840
N -0.1714 -1.5514 0.1502
C -1.0146 -0.8034 0.7173
O -1.2221 0.5358 0.5979
H 0.1875 -0.1362 -1.6323
H 1.3747 -0.5155 -0.2928
H 1.0917 -1.7608 -1.5005
H -1.3914 -1.2774 1.5834
H -0.7830 0.7980 -0.1995
O 0.8029 2.7303 0.0352
S 0.4787 2.9913 1.4253
*
```

Entry 2:
DFT (ωB97M-V/def2-TZVPD) results for a cluster of 2 separate species, C2H5NO2S in total in a non-equilibrium geometry.

LUMO level ... 0.70 eV
E_HOMO ... -9.86 eV
Energy above the lowest of the compared OMol25 structures with the same formula, charge and spin ... 79.5 kcal per mole
Calculated total energy ... -682.51296 a.u.
Kohn-Sham gap ... 10.552 eV

The geometry in ORCA input format:
```
! RIJCOSX wB97M-V def2-TZVPD def2/J DEFGRID3
* xyz 0 1
C 3.3714 0.4937 -0.6393
C 2.4604 0.7833 0.0812
N -1.7479 -0.4184 -0.8448
O -1.7275 -1.2831 1.3916
O -1.0119 0.9808 1.2250
S -0.8011 -0.2888 0.5562
H 4.1207 0.3293 -1.3449
H -2.5682 -0.8875 1.6071
H 1.7299 1.2526 0.6977
H -1.6340 0.3015 -1.4807
H -2.1917 -1.2635 -1.2491
*
```

Entry 3:
DFT (ωB97M-V/def2-TZVPD) results for an isolated molecule of C2H5NO2S2 in a non-equilibrium geometry.

LUMO level ... -0.08 eV
SMILES ... O=S1(=O)CCNS1
E_HOMO ... -9.70 eV
Energy above the lowest of the compared OMol25 structures with the same formula, charge and spin ... 41.2 kcal per mole
Calculated total energy ... -1080.75122 a.u.
Kohn-Sham gap ... 9.618 eV

The geometry in ORCA input format:
```
! RIJCOSX wB97M-V def2-TZVPD def2/J DEFGRID3
* xyz 0 1
O 1.8982 0.9074 -1.4098
S 1.4787 0.5595 -0.0915
O 2.1531 1.0677 1.0936
C -0.3991 0.8579 0.0680
C -1.0189 -0.4945 0.3588
N -0.3527 -1.6092 -0.3592
S 1.2889 -1.6807 0.2254
H -0.8747 1.2140 -0.8283
H -0.4304 1.5831 0.8168
H -1.2120 -0.6286 1.5036
H -2.1121 -0.3729 0.0497
H -0.4190 -1.4037 -1.4271
*
```

Entry 4:
DFT (ωB97M-V/def2-TZVPD) results for a cluster of 3 separate species, C2H5NO3S in total in a non-equilibrium geometry.

LUMO level ... 0.61 eV
E_HOMO ... -9.36 eV
Energy above the lowest of the compared OMol25 structures with the same formula, charge and spin ... 26.3 kcal per mole
Calculated total energy ... -757.85893 a.u.
Kohn-Sham gap ... 9.970 eV

The geometry in ORCA input format:
```
! RIJCOSX wB97M-V def2-TZVPD def2/J DEFGRID3
* xyz 0 1
C 2.2640 2.1247 -0.9803
C -0.4536 -0.4745 0.1920
N -0.8538 0.6617 0.6885
O 1.1758 2.3627 -0.7082
O 3.3654 1.9627 -1.2270
O 1.5853 -0.3560 -1.6563
S -0.7512 -1.8949 1.0848
H -0.6437 1.5027 0.1701
H 1.6374 -1.1187 -2.2339
H -1.3241 0.7748 1.5872
H 0.8040 -0.4962 -1.0701
H -1.3879 -1.4395 2.1955
*
```

Entry 5:
DFT (ωB97M-V/def2-TZVPD) results for an isolated molecule of C2H5NO3S in a non-equilibrium geometry.

LUMO level ... 0.44 eV
SMILES ... CC(=O)O[S@@H](=N)=O
E_HOMO ... -10.59 eV
Energy above the lowest of the compared OMol25 structures with the same formula, charge and spin ... 71.8 kcal per mole
Calculated total energy ... -757.78655 a.u.
Kohn-Sham gap ... 11.032 eV

The geometry in ORCA input format:
```
! RIJCOSX wB97M-V def2-TZVPD def2/J DEFGRID3
* xyz 0 1
C -1.9011 -0.6863 0.7278
C -0.9257 -0.0038 -0.2226
O -1.2656 0.0963 -1.3787
O 0.2324 0.3501 0.3622
S 1.6070 0.2859 -0.5422
N 2.8349 0.7638 0.2343
O 1.6747 -0.9887 -1.1703
H -1.1882 -1.3141 1.3276
H -2.5736 -1.3985 0.2360
H -2.4568 -0.0369 1.3086
H 1.1815 1.1219 -1.4439
H 2.7806 1.8103 0.5613
*
```

Entry 6:
DFT (ωB97M-V/def2-TZVPD) results for the ion C2H5NO4P with charge -1 in a non-equilibrium geometry.

LUMO level ... 3.88 eV
SMILES ... C[P@](=O)([O-])OC(N)=O
E_HOMO ... -5.25 eV
Energy above the lowest of the compared OMol25 structures with the same formula, charge and spin ... 8.8 kcal per mole
Calculated total energy ... -776.46075 a.u.
Kohn-Sham gap ... 9.131 eV

The geometry in ORCA input format:
```
! RIJCOSX wB97M-V def2-TZVPD def2/J DEFGRID3
* xyz -1 1
C 0.7719 -0.3020 2.0902
P -0.5158 0.5147 1.0009
O -0.0962 1.9361 0.9461
O -1.8484 0.0131 1.2356
O 0.0344 -0.3034 -0.4866
C -0.5102 0.1738 -1.5294
N 0.2887 -0.2090 -2.6244
O -1.4663 0.9060 -1.5643
H 0.8908 -1.3861 1.9145
H 1.5926 0.3038 2.0027
H 0.1923 -0.3948 3.0731
H -0.1890 -0.2058 -3.4940
H 0.8553 -1.0464 -2.5643
*
```

Entry 7:
DFT (ωB97M-V/def2-TZVPD) results for an isolated molecule of C2H5NOS in a non-equilibrium geometry.

LUMO level ... 0.29 eV
SMILES ... N=S1(=O)CC1
E_HOMO ... -8.69 eV
Energy above the lowest of the compared OMol25 structures with the same formula, charge and spin ... 101.2 kcal per mole
Calculated total energy ... -607.24549 a.u.
Kohn-Sham gap ... 8.979 eV

The geometry in ORCA input format:
```
! RIJCOSX wB97M-V def2-TZVPD def2/J DEFGRID3
* xyz 0 1
N 0.5457 -0.6925 -1.7957
S 0.7296 0.1534 -0.5269
O 1.8977 0.9626 -0.2363
C -1.0042 0.6372 0.5574
C -0.0970 -0.6034 0.8628
H 0.9330 -0.2491 -2.6133
H -1.9163 0.4555 0.0257
H -0.9598 1.4647 1.2364
H 0.4280 -0.5626 1.8092
H -0.5567 -1.5659 0.6808
*
```

Entry 8:
DFT (ωB97M-V/def2-TZVPD) results for a cluster of 2 separate species, C2H5NOS in total in a non-equilibrium geometry.

LUMO level ... -0.15 eV
E_HOMO ... -8.53 eV
Energy above the lowest of the compared OMol25 structures with the same formula, charge and spin ... 170.6 kcal per mole
Calculated total energy ... -607.13493 a.u.
Kohn-Sham gap ... 8.382 eV

The geometry in ORCA input format:
```
! RIJCOSX wB97M-V def2-TZVPD def2/J DEFGRID3
* xyz 0 1
C -0.2823 -0.8431 0.4635
C 0.6645 -0.2757 1.1966
N 0.7721 1.1783 -1.9552
O 1.5817 2.3954 -2.1042
S 1.9780 1.3127 -1.0113
H 3.0406 0.5058 -1.5458
H -0.4739 -1.8987 0.5391
H -1.0092 -0.2043 -0.1887
H 0.6339 0.7931 1.4377
H 1.0873 -0.7999 2.0063
*
```

Number 1: molecular weight 107.13 g mol⁻¹. Number 2: molecular weight 107.13 g mol⁻¹. Number 3: molecular weight 139.20 g mol⁻¹. Number 4: molecular weight 123.13 g mol⁻¹. Number 5: molecular weight 123.13 g mol⁻¹. Number 6: molecular weight 138.04 g mol⁻¹. Number 7: molecular weight 91.13 g mol⁻¹. Number 8: molecular weight 91.13 g mol⁻¹.